1.
Formula: C5H9N
Source: OMol25
Level of theory: ωB97M-V with the def2-TZVPD basis set

```
15
Properties=species:S:1:pos:R:3:nbo_charge:R:1
N -0.05 -1.94 1.51 -0.816
C -0.01 -0.56 1.04 0.102
C 0.34 0.47 1.88 -0.484
C 0.04 0.86 -2.57 -0.475
C 0.21 0.74 -1.12 -0.481
C -0.05 -0.46 -0.34 -0.178
H -1.03 -2.16 1.65 0.363
H 0.36 -1.93 2.44 0.357
H 0.57 0.17 2.90 0.190
H 0.04 1.48 1.67 0.206
H 0.94 1.15 -3.12 0.199
H -0.86 0.85 -3.16 0.205
H -0.85 1.14 -1.33 0.386
H 0.72 1.46 -0.47 0.214
H -0.37 -1.26 -0.99 0.212
```

F_max ... 3.6 eV/A
Electronic energy ... -6815.035 eV
Energy above the lowest of the compared OMol25 structures with the same formula, charge and spin ... 137.4 kcal per mole
2S+1 ... 1
Highest occupied orbital energy ... -6.77 eV
Frontier orbital gap ... 5.91 eV



2.
Formula: C11H23N2O5P2Sr
Source: OMol25
Level of theory: ωB97M-V with the def2-TZVPD basis set

```
44
Properties=species:S:1:pos:R:3:nbo_charge:R:1
Sr -0.10 0.56 1.56 1.761
P 2.58 -0.74 1.25 0.700
C 2.24 -0.69 -0.55 -0.677
C 0.97 -0.99 -1.16 0.171
N -0.26 -0.35 -0.73 -0.775
C -1.41 -0.94 -1.25 0.187
C -1.34 -1.94 -2.20 -0.254
C -0.09 -2.24 -2.87 -0.161
C 1.03 -1.76 -2.30 -0.226
C -2.74 -0.64 -0.60 -0.713
P -2.83 1.05 0.26 0.657
H 2.04 -2.05 -2.67 0.246
H -2.27 -2.23 -2.70 0.233
H -0.08 -2.88 -3.68 0.229
H -3.44 -0.59 -1.44 0.245
H -3.15 -1.42 0.10 0.263
H 3.57 3.72 -2.56 0.479
H 3.16 -0.48 -1.22 0.247
H -1.09 2.38 -0.20 0.519
O 3.61 3.10 -1.88 -0.965
H 4.51 2.97 -1.53 0.486
H -0.01 0.76 -0.60 0.455
O -0.15 2.21 -0.17 -0.980
H 0.30 3.01 -0.39 0.539
C -2.93 1.95 -1.33 -0.962
H -3.70 1.42 -1.90 0.252
H -3.25 2.99 -1.17 0.253
H -2.02 1.95 -1.96 0.247
C -4.54 1.11 0.84 -0.934
H -4.65 1.96 1.50 0.260
H -5.24 1.23 0.02 0.248
H -4.79 0.22 1.41 0.265
C 2.00 -2.37 1.75 -0.963
H 2.88 -2.99 1.90 0.247
H 1.48 -2.26 2.70 0.266
H 1.37 -2.86 1.02 0.248
C 4.36 -0.67 1.38 -0.927
H 4.56 -0.23 2.36 0.258
H 4.73 -1.68 1.37 0.241
H 4.80 -0.14 0.54 0.252
O 0.18 -0.13 5.49 -0.313
N -0.03 0.13 4.33 0.707
O 0.06 1.33 3.85 -0.628
O -0.33 -0.80 3.45 -0.683
```

F_max ... 4.7 eV/A
Electronic energy ... -44400.913 eV
Energy above the lowest of the compared OMol25 structures with the same formula, charge and spin ... 120.4 kcal per mole
2S+1 ... 1
Charge ... +1
Highest occupied orbital energy (alpha / beta) ... -9.86 / -9.86 eV
Frontier orbital gap (alpha / beta) ... 6.65 / 6.65 eV



3.
Formula: C30H29Cl49F3N2O3
Source: OMol25
Level of theory: ωB97M-V with the def2-TZVPD basis set

```
116
Properties=species:S:1:pos:R:3:lowdin_charge:R:1
N 2.21 -0.26 2.13 0.155
C 3.16 0.42 1.70 -0.226
C 3.04 1.91 1.75 -0.075
N 2.05 2.44 0.79 0.028
C 1.72 3.67 0.90 0.071
C 0.67 4.04 -0.06 -0.189
C 0.88 5.23 -1.01 -0.156
C 1.77 6.40 -0.54 -0.245
C 1.43 6.94 0.83 -0.593
Cl -0.31 7.28 0.98 0.617
C 0.36 2.71 -0.81 -0.217
C -1.04 2.15 -0.64 -0.132
C -1.18 0.88 -1.51 -0.179
C -2.53 0.76 -2.20 -0.189
C -3.73 0.75 -1.25 -0.162
O -4.23 -0.59 -1.12 -0.046
C -3.50 -1.30 -0.22 -0.364
O -3.62 -1.14 0.95 0.122
C 1.38 1.70 -0.28 -0.174
C 2.46 1.42 -1.38 -0.063
C 2.66 -0.07 -1.60 -0.204
O 3.51 -0.34 -2.69 -0.086
C 2.87 -0.18 -3.93 -0.082
C 3.33 -1.22 -4.93 -0.675
F 2.30 -1.60 -5.68 0.148
F 4.22 -0.72 -5.77 0.138
F 3.84 -2.28 -4.36 0.115
H 2.42 -1.26 2.07 0.080
H 4.06 -0.07 1.34 0.123
H 2.66 2.14 2.73 0.075
H 3.98 2.42 1.65 0.129
H 2.20 4.24 1.67 0.126
H -0.22 4.29 0.52 0.153
H 1.26 4.91 -1.98 0.117
H -0.09 5.67 -1.20 0.098
H 1.57 7.21 -1.24 0.113
H 2.83 6.20 -0.64 0.117
H 1.75 6.33 1.66 -0.014
H 1.94 7.88 0.95 0.078
H 0.47 2.97 -1.85 0.131
H -1.18 1.84 0.40 0.131
H -1.78 2.90 -0.88 0.132
H -0.44 0.97 -2.31 0.109
H -0.93 0.00 -0.93 0.108
H -2.64 1.54 -2.95 0.064
H -2.55 -0.17 -2.75 0.095
H -4.54 1.31 -1.70 0.116
H -3.51 1.18 -0.28 0.119
H -2.76 -2.02 -0.59 0.037
H 0.98 0.77 0.06 0.138
H 2.18 1.86 -2.33 0.113
H 3.39 1.87 -1.07 0.132
H 3.20 -0.45 -0.74 0.107
H 1.71 -0.59 -1.70 0.130
H 1.79 -0.25 -3.85 0.135
H 3.13 0.79 -4.34 0.142
C 1.65 4.49 5.20 -2.002
Cl 1.21 2.80 4.94 0.547
Cl 1.07 5.03 6.77 0.561
Cl 3.42 4.68 5.14 0.492
Cl 0.91 5.49 3.92 0.569
C -1.43 2.66 8.81 -2.060
Cl -2.52 1.58 9.68 0.543
Cl -1.57 4.29 9.49 0.522
Cl 0.23 2.09 8.98 0.508
Cl -1.88 2.70 7.10 0.498
C -1.50 -5.31 -1.39 -2.016
Cl -0.72 -5.99 -2.81 0.522
Cl -1.23 -3.55 -1.35 0.548
Cl -3.23 -5.63 -1.46 0.539
Cl -0.81 -6.03 0.07 0.517
C 7.71 4.50 3.04 -2.052
Cl 7.79 3.04 2.05 0.510
Cl 9.00 4.48 4.23 0.558
Cl 7.88 5.92 2.00 0.535
Cl 6.14 4.57 3.87 0.452
C -4.37 0.72 -5.73 -2.032
Cl -4.43 2.31 -4.95 0.510
Cl -4.91 0.89 -7.40 0.538
Cl -2.71 0.11 -5.70 0.542
Cl -5.41 -0.40 -4.86 0.532
C -2.89 -8.27 2.87 -2.042
Cl -3.34 -7.21 1.52 0.481
Cl -2.03 -7.32 4.09 0.502
Cl -4.35 -8.96 3.59 0.535
Cl -1.85 -9.56 2.28 0.530
C -9.03 1.68 -4.62 -2.039
Cl -7.98 1.39 -6.00 0.500
Cl -8.07 2.33 -3.27 0.485
Cl -10.28 2.85 -5.06 0.544
Cl -9.78 0.17 -4.11 0.540
C -2.49 -7.06 7.97 -2.056
Cl -2.93 -7.02 9.67 0.539
Cl -2.00 -8.70 7.53 0.505
Cl -3.87 -6.58 6.98 0.515
Cl -1.15 -5.94 7.68 0.491
C -5.68 6.47 -4.53 -2.053
Cl -4.62 6.17 -5.91 0.519
Cl -4.73 7.10 -3.18 0.512
Cl -6.92 7.64 -4.98 0.545
Cl -6.46 4.95 -4.05 0.469
C -0.40 -9.55 -4.38 -2.061
Cl -0.90 -9.50 -2.69 0.505
Cl 0.08 -11.19 -4.81 0.536
Cl -1.74 -9.04 -5.41 0.525
Cl 0.97 -8.45 -4.62 0.503
C 2.73 -7.62 9.11 -2.053
Cl 1.06 -8.06 8.76 0.486
Cl 2.83 -5.88 9.43 0.515
Cl 3.30 -8.51 10.52 0.532
Cl 3.75 -8.01 7.72 0.521
C 6.78 -3.45 -6.31 -2.042
Cl 7.56 -5.03 -6.43 0.530
Cl 5.18 -3.56 -7.05 0.555
Cl 6.65 -3.00 -4.60 0.545
Cl 7.74 -2.24 -7.16 0.530
```

F_max ... 2.6 eV/A
Electronic energy ... -662442.810 eV
2S+1 ... 1
Charge ... +1
Highest occupied orbital energy ... -12.16 eV
Frontier orbital gap ... 8.55 eV



Q: Look up the F_max of the third one.
A: 2.6 eV/A



Q: What is the 2S+1 in the third record?
A: 1



Q: What is the F_max in the second record?
A: 4.7 eV/A